Record 1
99
Properties=species:S:1:pos:R:3:mulliken_spin:R:1 method="wB97M-V/def2-TZVPD" multiplicity=3 de_lowest_kcal_mol=151.5 charge=0 molar_mass_g_mol=809.2 gap_ev="4.9 / 6.7" s2=2.02 lumo_ha="-0.03049 / -0.02985"
Pd -0.26567 0.53640 -2.02034 0.095
C -2.05078 0.95327 -4.77299 0.308
C -2.08861 -0.50162 -4.63261 0.299
C -1.47220 -1.26103 -5.85507 -0.010
C -0.14474 -0.75119 -6.43065 0.015
C 0.81989 -0.09882 -5.48991 -0.006
C 0.68738 1.10663 -4.92635 0.102
C -0.07838 2.22309 -5.52995 0.024
C -1.50464 1.72625 -5.86292 0.244
C 1.31492 0.49020 -0.28180 0.060
H -2.87250 1.46839 -4.28186 -0.006
H -3.19775 -0.73268 -4.77986 0.073
H -2.23185 -0.99905 -6.60209 0.002
H -1.45255 -2.35454 -5.71071 0.006
H 0.33007 -1.61310 -6.92540 0.000
H -0.38545 -0.05975 -7.25052 0.001
H 1.77714 -0.62200 -5.42887 0.018
H 1.31077 1.42392 -4.10856 -0.004
H 0.37029 2.61666 -6.46572 -0.021
H -0.11229 3.01962 -4.76537 -0.004
H -2.15791 2.60365 -5.94780 0.007
H -1.52810 1.19488 -6.82166 0.015
H 0.49242 1.09394 0.22830 -0.012
H 2.18052 1.18505 -0.29417 0.001
H 1.49713 -0.38759 0.37084 0.010
P -1.59311 -1.02581 -2.99882 0.070
P 2.19071 -0.15517 -2.12204 0.177
C 0.09536 -1.82861 -3.37039 0.179
C 1.39383 -1.54274 -3.06135 -0.039
C -2.59527 -2.30107 -2.24873 0.046
C -2.47242 -3.62979 -2.67006 0.013
C -3.24846 -4.62183 -2.05830 -0.006
C -4.04688 -4.33689 -0.94699 0.013
C -3.98976 -3.04675 -0.40903 -0.012
C -3.25609 -2.05056 -1.04009 0.024
C -3.00099 0.54634 -2.26847 0.235
C -2.49038 1.78249 -1.95277 -0.032
C -3.27804 2.94108 -2.07213 0.016
C -4.63040 2.77655 -2.38867 -0.012
C -5.18124 1.50237 -2.56049 0.034
C -4.35839 0.36080 -2.48827 -0.041
C 3.64377 -1.00650 -1.51846 0.003
C 3.49544 -2.33759 -1.09141 -0.004
C 4.61117 -3.07342 -0.70789 0.001
C 5.89308 -2.51894 -0.82200 -0.001
C 6.03084 -1.18949 -1.22747 0.001
C 4.91487 -0.42458 -1.55125 -0.002
C 2.74397 1.55700 -2.60101 -0.023
C 1.97348 2.66993 -2.18317 0.025
C 2.23872 3.95136 -2.64684 0.001
C 3.22920 4.12239 -3.61721 0.003
C 3.93240 3.02562 -4.12274 -0.002
C 3.74833 1.76062 -3.56969 0.006
H -0.11730 -2.73449 -3.96878 0.039
H 2.18334 -2.26382 -3.37848 0.002
H -1.75460 -3.87586 -3.44839 0.000
H -3.25217 -5.64250 -2.44687 0.000
H -4.69379 -5.09342 -0.48412 0.001
H -4.54198 -2.79980 0.49589 0.000
H -3.18041 -1.05017 -0.61174 0.008
H -1.41012 1.91627 -1.69826 0.046
H -2.81719 3.92992 -1.98350 0.002
H -5.25064 3.65826 -2.54593 -0.001
H -6.23782 1.36578 -2.80165 0.002
H -4.79439 -0.63161 -2.59839 0.005
H 2.49687 -2.78705 -1.05275 0.003
H 4.47369 -4.08453 -0.32336 0.000
H 6.77774 -3.12092 -0.59884 0.000
H 7.01052 -0.72283 -1.30158 0.000
H 5.01039 0.61485 -1.84694 0.000
H 1.13610 2.53268 -1.49823 -0.004
H 1.69186 4.79933 -2.22762 0.000
H 3.48456 5.12776 -3.94565 0.000
H 4.65386 3.14080 -4.93544 0.000
H 4.38105 0.93036 -3.88479 0.001
C -3.46912 -1.11900 4.66715 0.000
C -3.19302 -0.78216 3.20917 0.000
C -1.73971 -1.05269 2.75370 0.000
C -0.69291 -0.42137 3.76243 0.000
C -0.92354 1.04765 4.09913 0.000
C -1.44083 -2.53905 2.65192 -0.001
O -1.83834 -3.41213 3.41341 0.000
N -0.61215 -2.91523 1.61842 0.000
C -0.26363 -2.16340 0.50225 -0.009
O 0.53323 -2.71048 -0.26418 0.001
N -0.86040 -0.96489 0.34729 0.005
C -1.58019 -0.42566 1.33869 0.010
O -2.17877 0.65730 1.14861 0.001
H -3.03930 -2.11165 4.88818 0.000
H -4.56177 -1.13860 4.79302 0.000
H -3.05052 -0.35565 5.34885 0.000
H -3.84987 -1.36667 2.54078 0.000
H -3.40709 0.28194 3.02203 0.000
H -0.75921 -1.04759 4.67253 0.000
H 0.31571 -0.56872 3.33015 0.000
H -1.61150 1.15788 4.94507 0.000
H 0.03364 1.48864 4.39688 0.000
H -1.31896 1.59702 3.23578 0.000
H -0.30086 -3.87432 1.56738 0.000

=====

Record 2
103
Properties=species:S:1:pos:R:3:mulliken_charge:R:1 method="wB97M-V/def2-TZVPD" de_lowest_kcal_mol=25.9 charge=0 molar_mass_g_mol=885.7 gap_ev=6.8 lumo_ha=-0.00723
Sr -0.34161 1.05086 0.64122 1.336
S -0.67408 2.89609 3.33884 -0.221
C -2.13901 1.99296 3.31654 -0.042
N -2.52242 1.03912 2.42806 0.387
C -3.83947 0.67513 2.69758 -0.516
C -4.63460 -0.18592 1.90294 0.081
C -6.01561 -0.30880 2.20007 -0.938
C -6.59500 0.27163 3.31104 -0.636
C -5.75402 1.01824 4.14193 -0.347
C -4.44629 1.34803 3.78916 0.772
S -3.37464 2.45486 4.46583 -0.349
H -4.18000 -0.54557 0.97732 0.135
H -6.64495 -0.85309 1.52761 0.415
H -7.66305 0.28215 3.37736 0.371
H -6.10160 1.49221 5.03972 0.373
C 3.47404 3.19912 -2.26705 -1.277
C 2.08626 2.58591 -2.23274 1.937
C 1.23601 2.82910 -3.47284 -1.696
C 2.25844 1.06590 -1.87442 -0.511
C 2.96572 0.15566 -2.83703 -0.319
O 1.84301 -0.52877 -3.57137 -0.422
C 0.75984 -0.44165 -2.73257 -0.690
N 0.93576 0.32838 -1.70928 1.345
C -0.40736 -1.29179 -3.16509 -0.032
C -0.74378 -1.21123 -4.47510 -0.858
C -1.96268 -1.67006 -4.97747 -0.958
C -2.85912 -2.24837 -4.08537 -0.774
C -2.48050 -2.50957 -2.78984 -1.019
C -1.25063 -2.00646 -2.27120 1.234
P -0.70452 -2.38761 -0.60319 1.752
C 0.78001 -3.43296 -0.84560 0.451
C 1.06428 -3.89698 -2.10569 0.083
C 2.21560 -4.66651 -2.31858 -0.887
C 3.10197 -4.85604 -1.23968 -0.729
C 2.77643 -4.44672 0.08335 -0.376
C 1.59767 -3.74772 0.31120 -0.528
C -1.82243 -3.68624 0.00864 -0.484
C -1.84164 -5.01935 -0.49432 0.122
C -2.56883 -6.03645 0.10968 -0.849
C -3.50502 -5.66136 1.06101 -0.593
C -3.57449 -4.34666 1.53809 -0.748
C -2.78727 -3.32493 0.99244 -0.045
H 3.40188 4.27842 -2.50791 0.413
H 4.08665 2.74563 -3.05447 0.372
H 3.99038 3.16630 -1.30570 0.139
H 1.50335 2.97002 -1.34403 -0.532
H 1.76901 2.57054 -4.40433 0.346
H 1.11122 3.92307 -3.50395 0.550
H 0.26997 2.36766 -3.40908 0.098
H 2.75338 1.03920 -0.85797 0.108
H 3.53538 -0.68535 -2.35879 0.234
H 3.57927 0.70964 -3.64031 0.211
H -0.12670 -0.63220 -5.15911 0.481
H -2.27941 -1.43430 -5.96431 0.408
H -3.84214 -2.49137 -4.41232 0.448
H -2.99415 -3.22228 -2.06033 0.251
H 0.34948 -3.90275 -2.91354 0.434
H 2.46415 -5.02636 -3.31018 0.446
H 4.02883 -5.40956 -1.30016 0.404
H 3.28782 -4.75732 0.99683 0.408
H 1.36625 -3.32964 1.28753 0.153
H -1.24543 -5.26161 -1.36605 0.398
H -2.62980 -7.06346 -0.29209 0.347
H -4.02515 -6.42298 1.61577 0.372
H -4.34374 -4.06190 2.28112 0.408
H -2.82318 -2.31842 1.39825 0.150
O 3.82296 0.84110 2.70227 -0.909
C 2.73442 0.75893 2.15028 0.235
O 2.08454 1.47541 1.28484 -0.439
C 1.85812 -0.31447 2.75651 -0.048
C 2.47773 -1.15505 3.68241 -0.575
C 1.75133 -2.20247 4.23118 -0.566
C 0.40186 -2.26998 3.95420 -0.932
C -0.19646 -1.26271 3.16778 -0.644
N 0.56556 -0.41300 2.43391 1.033
H 3.51389 -0.92203 3.98429 0.460
H 2.26270 -2.99440 4.82271 0.347
H -0.23870 -2.98563 4.44074 0.494
H -1.27879 -1.10958 3.03940 0.236
C -0.07682 5.24959 -0.23204 -0.872
C -1.45906 4.65137 -0.22109 -0.379
O -1.41319 3.31814 -0.69740 0.118
C -2.50890 3.02003 -1.59302 -0.591
C -2.67720 1.50456 -1.65526 -0.607
H -0.12411 6.28103 0.16349 0.456
H 0.27411 5.31952 -1.25671 0.200
H 0.53954 4.55812 0.39331 0.106
H -2.30243 5.17609 -0.76864 0.420
H -1.75834 4.64053 0.80214 0.177
H -2.27045 3.45535 -2.60837 0.307
H -3.44564 3.60374 -1.34145 0.490
H -1.76742 0.97344 -1.92023 -0.115
H -3.36567 1.23067 -2.49132 0.472
H -3.18177 1.08807 -0.73859 0.047
C 7.03922 5.04781 2.84560 -0.840
S 5.48981 4.53980 2.11621 -0.073
C 5.59436 2.82416 1.57399 -0.346
H 7.41796 4.32573 3.55391 0.277
H 6.86897 5.99865 3.36304 0.290
H 7.70376 5.24009 2.00264 0.249
H 4.89744 2.22587 2.19815 0.105
H 6.62405 2.46144 1.71551 0.401
H 5.29486 2.69460 0.53957 0.019